(1)
ORCA calculation (ωB97M-V/def2-TZVPD) on a cluster of 2 separate species, C2H2O3 in total at a distorted geometry.

## Properties
Energy above the lowest of the compared OMol25 structures with the same formula, charge and spin ... 2.365 eV
E_HOMO ... -0.3313 Eh
HOMO-LUMO gap ... 0.3574 hartree
E_LUMO ... 0.7 eV

Geometry (Å):
C  -0.470  -0.972  -0.039
C  -0.575  -2.913  -2.719
O  -0.941  -1.927  -2.311
O  0.497  -1.088  0.777
O  -0.299  0.094  -0.889
H  1.255  -0.411  0.641
H  -0.911  0.103  -1.706

And the natural (NBO) charges, in e, turn out to be:
1. C 0.43
2. C 0.53
3. O -0.53
4. O -0.66
5. O -0.75
6. H 0.46
7. H 0.52

***

(2)
ORCA calculation (ωB97M-V/def2-TZVPD) on an isolated molecule of C2H2O3 at a distorted geometry.

## Properties
Energy above the lowest of the compared OMol25 structures with the same formula, charge and spin ... 1.359 eV
SMILES string ... O=CC(=O)O
E_HOMO ... -0.3981 Eh
HOMO-LUMO gap ... 0.3545 hartree
E_LUMO ... -1.2 eV

Geometry (Å):
O  -1.795  0.095  -0.216
C  -0.804  -0.561  0.150
C  0.669  -0.142  -0.028
O  1.715  -0.842  -0.157
O  0.938  1.138  -0.045
H  -1.003  -1.588  0.148
H  0.280  1.902  0.148

And the natural (NBO) charges, in e, turn out to be:
1. O -0.45
2. C 0.31
3. C 0.66
4. O -0.53
5. O -0.67
6. H 0.16
7. H 0.52

***

(3)
ORCA calculation (ωB97M-V/def2-TZVPD) on an isolated molecule of C2H2O3 at a distorted geometry.

## Properties
Energy above the lowest of the compared OMol25 structures with the same formula, charge and spin ... 5.413 eV
SMILES string ... C1OC12OO2
E_HOMO ... -0.4057 Eh
HOMO-LUMO gap ... 0.4399 hartree
E_LUMO ... 0.9 eV

Geometry (Å):
C  -0.829  0.012  -0.010
O  -0.079  1.246  0.044
C  0.613  -0.029  0.095
O  1.595  -0.461  -0.700
O  1.673  -0.346  0.726
H  -1.360  -0.229  -0.978
H  -1.613  -0.194  0.822

And the natural (NBO) charges, in e, turn out to be:
1. C -0.15
2. O -0.48
3. C 0.66
4. O -0.22
5. O -0.21
6. H 0.20
7. H 0.20

***

(4)
ORCA calculation (ωB97M-V/def2-TZVPD) on a cluster of 2 separate species, C2H2O3S in total at a distorted geometry.

## Properties
Energy above the lowest of the compared OMol25 structures with the same formula, charge and spin ... 4.937 eV
E_HOMO ... -0.3574 Eh
HOMO-LUMO gap ... 0.3012 hartree
E_LUMO ... -1.5 eV

Geometry (Å):
C  -0.738  -0.094  -2.170
C  -1.318  0.527  -0.974
O  0.933  -1.429  1.098
O  2.105  0.227  2.503
O  0.082  0.238  -1.232
S  2.067  -1.127  2.010
H  -1.458  1.648  -1.022
H  -1.674  0.011  -0.214

And the natural (NBO) charges, in e, turn out to be:
1. C 0.30
2. C -0.26
3. O -0.81
4. O -0.81
5. O -0.41
6. S 1.62
7. H 0.19
8. H 0.19

***

(5)
ORCA calculation (ωB97M-V/def2-TZVPD) on an isolated molecule of C2H2O3S at a distorted geometry.

## Properties
Energy above the lowest of the compared OMol25 structures with the same formula, charge and spin ... 1.378 eV
SMILES string ... O=C(O)C(O)=S
E_HOMO ... -0.3718 Eh
HOMO-LUMO gap ... 0.3235 hartree
E_LUMO ... -1.3 eV

Geometry (Å):
O  -2.138  0.410  0.220
C  -1.141  -0.150  -0.054
O  -1.031  -1.521  -0.191
C  0.332  0.529  -0.080
O  0.299  1.865  -0.096
S  1.660  -0.561  0.093
H  -0.012  -1.531  0.069
H  1.276  2.205  -0.209

And the natural (NBO) charges, in e, turn out to be:
1. O -0.50
2. C 0.71
3. O -0.68
4. C 0.19
5. O -0.60
6. S -0.09
7. H 0.46
8. H 0.52

***

(6)
ORCA calculation (ωB97M-V/def2-TZVPD) on a cluster of 2 separate species, C2H2O3S in total at a distorted geometry.

## Properties
Energy above the lowest of the compared OMol25 structures with the same formula, charge and spin ... 0.558 eV
SMILES string ... O=C=O.O=CS
E_HOMO ... -0.3684 Eh
HOMO-LUMO gap ... 0.3851 hartree
E_LUMO ... 0.5 eV

Geometry (Å):
O  2.127  1.146  0.668
C  1.777  0.170  0.189
O  1.404  -0.708  -0.435
O  -1.159  -1.359  -0.366
C  -1.119  -0.183  -0.666
S  -1.246  0.890  0.762
H  -0.964  0.218  -1.675
H  -0.820  -0.175  1.523

And the natural (NBO) charges, in e, turn out to be:
1. O -0.50
2. C 1.02
3. O -0.51
4. O -0.53
5. C 0.25
6. S -0.05
7. H 0.17
8. H 0.16

***

(7)
ORCA calculation (ωB97M-V/def2-TZVPD) on a structure of composition C2H2O3S at a distorted geometry.

## Properties
Energy above the lowest of the compared OMol25 structures with the same formula, charge and spin ... 4.090 eV
E_HOMO ... -0.3594 Eh
HOMO-LUMO gap ... 0.3256 hartree
E_LUMO ... -0.9 eV

Geometry (Å):
C  -0.738  2.276  -0.219
C  -0.324  -0.149  -0.642
O  -0.516  2.694  0.808
O  -2.068  0.050  1.393
O  -2.869  0.124  -0.884
S  -1.777  0.120  0.028
H  -0.358  0.043  -1.794
H  0.576  -0.121  -0.116

And the natural (NBO) charges, in e, turn out to be:
1. C 0.40
2. C -0.89
3. O -0.48
4. O -0.84
5. O -0.86
6. S 2.14
7. H 0.28
8. H 0.25

***

(8)
ORCA calculation (ωB97M-V/def2-TZVPD) on a structure of composition C2H2O3Yb at a distorted geometry.

## Properties
E_HOMO (alpha / beta) ... -0.6044 / -0.7266 Eh
HOMO-LUMO gap (alpha / beta) ... 0.2117 / 0.2801 hartree
2S+1 ... 3
E_LUMO (alpha / beta) ... -10.7 / -12.2 eV
Charge ... +2

Geometry (Å):
H  -1.735  0.642  1.697
O  -1.604  -1.175  0.498
O  -0.770  -1.039  -0.680
C  -1.198  0.082  0.932
C  -0.303  0.273  -0.229
Yb  2.157  0.222  0.144
O  -1.044  1.399  -0.787
H  -1.013  2.183  -0.232

And the natural (NBO) charges, in e, turn out to be:
1. H 0.27
2. O -0.09
3. O -0.16
4. C 0.00
5. C 0.00
6. Yb 1.91
7. O -0.45
8. H 0.52

***

(9)
ORCA calculation (ωB97M-V/def2-TZVPD) on an isolated molecule of C2H2O4 at a distorted geometry.

## Properties
Energy above the lowest of the compared OMol25 structures with the same formula, charge and spin ... 4.469 eV
SMILES string ... O=CC(=O)OO
E_HOMO ... -0.4030 Eh
HOMO-LUMO gap ... 0.3621 hartree
E_LUMO ... -1.1 eV

Geometry (Å):
O  0.604  1.167  0.952
C  0.507  -0.030  0.920
C  -0.045  -0.844  -0.255
O  0.134  -2.031  -0.313
O  -0.689  -0.246  -1.251
O  -0.985  1.123  -1.211
H  0.838  -0.683  1.741
H  -0.364  1.544  -0.583

And the natural (NBO) charges, in e, turn out to be:
1. O -0.49
2. C 0.35
3. C 0.64
4. O -0.51
5. O -0.22
6. O -0.41
7. H 0.16
8. H 0.48

***

(10)
ORCA calculation (ωB97M-V/def2-TZVPD) on an isolated molecule of C2H2O4 at a distorted geometry.

## Properties
Energy above the lowest of the compared OMol25 structures with the same formula, charge and spin ... 1.762 eV
SMILES string ... O=C(O)C(=O)O
E_HOMO ... -0.4095 Eh
HOMO-LUMO gap ... 0.4298 hartree
E_LUMO ... 0.6 eV

Geometry (Å):
O  -0.622  -1.263  -0.803
C  -0.557  -0.486  0.040
O  -1.617  -0.138  0.744
C  0.564  0.396  -0.147
O  0.633  1.282  -0.947
O  1.580  0.191  0.785
H  -2.026  -1.005  0.502
H  2.291  0.772  0.788

And the natural (NBO) charges, in e, turn out to be:
1. O -0.52
2. C 0.65
3. O -0.62
4. C 0.71
5. O -0.51
6. O -0.70
7. H 0.50
8. H 0.50

***

(11)
ORCA calculation (ωB97M-V/def2-TZVPD) on a structure of composition C2H2O4P at a distorted geometry.

## Properties
Energy above the lowest of the compared OMol25 structures with the same formula, charge and spin ... 2.695 eV
E_HOMO ... -0.1374 Eh
HOMO-LUMO gap ... 0.2800 hartree
E_LUMO ... 3.9 eV
Charge ... -1

Geometry (Å):
C  1.229  0.335  0.006
C  -0.093  0.510  0.525
O  2.235  0.918  -0.132
O  1.072  -1.260  -0.301
O  -0.896  1.829  0.571
O  -1.090  -2.328  0.818
P  -0.493  -1.215  0.001
H  -0.973  2.244  -0.273
H  -0.992  -1.034  -1.216

And the natural (NBO) charges, in e, turn out to be:
1. C 0.67
2. C -0.45
3. O -0.62
4. O -0.92
5. O -0.75
6. O -1.10
7. P 1.91
8. H 0.45
9. H -0.18

***

(12)
ORCA calculation (ωB97M-V/def2-TZVPD) on a cluster of 2 separate species, C2H2O4S in total at a distorted geometry.

## Properties
Energy above the lowest of the compared OMol25 structures with the same formula, charge and spin ... 0.535 eV
E_HOMO ... -0.3848 Eh
HOMO-LUMO gap ... 0.3537 hartree
E_LUMO ... -0.8 eV

Geometry (Å):
C  -0.350  -0.403  0.744
C  -0.794  0.249  -0.547
O  -0.791  -0.180  1.838
O  -1.913  2.280  3.664
O  -1.896  0.209  -1.001
O  -1.147  2.626  1.378
S  -2.047  1.943  2.275
H  0.476  -1.126  0.594
H  0.046  0.767  -1.052

And the natural (NBO) charges, in e, turn out to be:
1. C 0.37
2. C 0.34
3. O -0.49
4. O -0.84
5. O -0.45
6. O -0.88
7. S 1.69
8. H 0.13
9. H 0.13

***

(13)
ORCA calculation (ωB97M-V/def2-TZVPD) on an isolated molecule of C2H2O4S2 at a distorted geometry.

## Properties
Energy above the lowest of the compared OMol25 structures with the same formula, charge and spin ... 0.828 eV
E_HOMO (alpha / beta) ... -0.3317 / -0.3317 Eh
HOMO-LUMO gap (alpha / beta) ... 0.2657 / 0.2659 hartree
E_LUMO (alpha / beta) ... -1.8 / -1.8 eV

Geometry (Å):
C  -0.757  -1.515  0.427
C  -0.818  1.687  -0.004
O  2.656  0.032  0.452
O  1.158  0.154  -1.542
O  0.454  -1.861  0.204
O  0.242  1.588  0.631
S  -1.784  -0.114  0.354
S  1.353  0.034  -0.131
H  -1.533  -2.246  0.548
H  -0.972  2.242  -0.939

And the natural (NBO) charges, in e, turn out to be:
1. C 0.20
2. C 0.31
3. O -0.87
4. O -0.92
5. O -0.55
6. O -0.51
7. S 0.13
8. S 1.81
9. H 0.19
10. H 0.22

***

(14)
ORCA calculation (ωB97M-V/def2-TZVPD) on a cluster of 2 separate species, C2H2OS in total at a distorted geometry.

## Properties
Energy above the lowest of the compared OMol25 structures with the same formula, charge and spin ... 4.097 eV
E_HOMO ... -0.3628 Eh
HOMO-LUMO gap ... 0.2683 hartree
E_LUMO ... -2.6 eV

Geometry (Å):
C  -0.022  -0.043  0.535
C  1.191  0.476  0.015
H  0.165  -0.920  1.316
H  1.211  1.958  0.203
O  2.317  -0.367  -0.269
S  -1.683  -0.044  -0.167

And the natural (NBO) charges, in e, turn out to be:
1. C -0.35
2. C 0.30
3. H 0.27
4. H 0.18
5. O -0.50
6. S 0.10

***

(15)
ORCA calculation (ωB97M-V/def2-TZVPD) on an isolated molecule of C2H2P2S at a distorted geometry.

## Properties
Energy above the lowest of the compared OMol25 structures with the same formula, charge and spin ... 0.288 eV
E_HOMO ... -0.3224 Eh
HOMO-LUMO gap ... 0.3074 hartree
E_LUMO ... -0.4 eV

Geometry (Å):
C  -0.390  1.344  0.151
C  -0.216  -1.285  0.154
P  -2.079  1.053  0.114
P  0.819  0.075  0.157
S  -1.887  -1.104  -0.054
H  0.048  2.431  0.034
H  0.087  -2.458  0.450

And the natural (NBO) charges, in e, turn out to be:
1. C -1.08
2. C -0.87
3. P 0.54
4. P 0.69
5. S 0.15
6. H 0.28
7. H 0.29

***

(16)
ORCA calculation (ωB97M-V/def2-TZVPD) on a structure of composition C2H2Pb at a distorted geometry.

## Properties
E_HOMO (alpha / beta) ... -0.4551 / -0.6005 Eh
HOMO-LUMO gap (alpha / beta) ... 0.2216 / 0.3704 hartree
2S+1 ... 2
E_LUMO (alpha / beta) ... -6.4 / -6.3 eV
Charge ... +1

Geometry (Å):
H  -1.289  0.323  0.998
C  -0.293  -0.097  0.797
C  0.603  0.468  0.205
H  1.419  0.901  -0.354
Pb  -0.441  -1.594  -1.646

And the natural (NBO) charges, in e, turn out to be:
1. H 0.30
2. C -0.36
3. C -0.17
4. H 0.28
5. Pb 0.95

***

(17)
ORCA calculation (ωB97M-V/def2-TZVPD) on an isolated molecule of C2H2S3 at a distorted geometry.

## Properties
Energy above the lowest of the compared OMol25 structures with the same formula, charge and spin ... 0.828 eV
SMILES string ... S=CC(=S)S
E_HOMO ... -0.3394 Eh
HOMO-LUMO gap ... 0.2590 hartree
E_LUMO ... -2.2 eV

Geometry (Å):
S  -2.598  0.461  0.010
C  -1.041  0.897  -0.014
C  0.043  0.004  0.027
S  1.536  0.651  -0.001
S  -0.261  -1.690  0.012
H  -0.561  1.952  -0.285
H  0.982  -2.240  -0.384

And the natural (NBO) charges, in e, turn out to be:
1. S 0.16
2. C -0.38
3. C -0.41
4. S 0.09
5. S 0.13
6. H 0.25
7. H 0.16

***

(18)
ORCA calculation (ωB97M-V/def2-TZVPD) on an isolated molecule of C2H2S5 at a distorted geometry.

## Properties
Energy above the lowest of the compared OMol25 structures with the same formula, charge and spin ... 1.514 eV
E_HOMO ... -0.3003 Eh
HOMO-LUMO gap ... 0.2731 hartree
E_LUMO ... -0.7 eV

Geometry (Å):
C  0.777  -0.424  -2.133
C  -0.011  0.534  -0.409
S  -0.396  -0.880  -3.154
S  2.412  -0.603  -2.057
S  1.415  1.560  -0.107
S  2.773  0.134  -0.037
S  -0.564  -0.684  0.897
H  -0.874  0.957  -1.016
H  0.775  -0.801  1.229

And the natural (NBO) charges, in e, turn out to be:
1. C -0.45
2. C -0.54
3. S 0.06
4. S 0.29
5. S 0.22
6. S -0.01
7. S 0.02
8. H 0.27
9. H 0.14

***

(19)
ORCA calculation (ωB97M-V/def2-TZVPD) on an isolated molecule of C2H2Si at a distorted geometry.

## Properties
Energy above the lowest of the compared OMol25 structures with the same formula, charge and spin ... 3.233 eV
SMILES string ... C1#C[SiH2]1
E_HOMO ... -0.3614 Eh
HOMO-LUMO gap ... 0.3162 hartree
E_LUMO ... -1.2 eV

Geometry (Å):
C  -2.342  -0.868  0.032
C  -2.387  0.874  -0.014
Si  -0.690  0.011  -0.018
H  0.274  1.140  0.093
H  0.034  -1.413  0.100

And the Mulliken charges, in e, turn out to be:
1. C -0.14
2. C -0.17
3. Si 0.39
4. H -0.06
5. H -0.01

***

(20)
ORCA calculation (ωB97M-V/def2-TZVPD) on an isolated molecule of C2H2Si at a distorted geometry.

## Properties
Energy above the lowest of the compared OMol25 structures with the same formula, charge and spin ... 0.149 eV
E_HOMO ... -0.3632 Eh
HOMO-LUMO gap ... 0.2865 hartree
E_LUMO ... -2.1 eV

Geometry (Å):
C  2.450  0.011  0.017
C  1.195  0.084  -0.081
Si  -0.602  -0.024  0.023
H  -1.678  1.184  0.014
H  -1.365  -1.255  0.027

And the natural (NBO) charges, in e, turn out to be:
1. C 0.12
2. C -1.08
3. Si 1.27
4. H -0.14
5. H -0.17

***

| no. | electronic energy (hartree) |
| --- | --- |
| 1 | -303.0435 |
| 2 | -303.0804 |
| 3 | -302.9314 |
| 4 | -701.1590 |
| 5 | -701.2898 |
| 6 | -701.3199 |
| 7 | -701.1901 |
| 8 | -1460.8091 |
| 9 | -378.2500 |
| 10 | -378.3495 |
| 11 | -719.7743 |
| 12 | -776.5016 |
| 13 | -1174.5760 |
| 14 | -550.6377 |
| 15 | -1158.2657 |
| 16 | -269.8455 |
| 17 | -1271.9041 |
| 18 | -2068.2637 |
| 19 | -366.5806 |
| 20 | -366.6940 |